1.
{
  "formula": "C5H10O2",
  "method": "ωB97M-V/def2-TZVPD",
  "smiles": "COC[C@H]1C[C@H]1O",
  "mol_weight_g_mol": 102.1,
  "homo_lumo_gap_ev": 10.3,
  "relative_energy_kj_mol": 253.5,
  "total_energy_ev": -9440.4155,
  "species": ["C", "O", "C", "C", "C", "C", "O", "H", "H", "H", "H", "H", "H", "H", "H", "H", "H"],
  "positions_angstrom": [[-1.64238, -1.06041, -1.01680], [-1.29764, -0.79025, 0.32713], [-0.93028, 0.57072, 0.52049], [0.45352, 0.93211, -0.01376], [1.62274, 0.94101, 0.94707], [1.54378, -0.11646, -0.10256], [1.31474, -1.44915, 0.23179], [-2.59227, -0.56364, -1.25954], [-1.76049, -2.14306, -1.11950], [-0.86173, -0.71205, -1.70660], [-1.69377, 1.20436, 0.04852], [-0.98007, 0.73135, 1.59995], [0.46200, 1.68046, -0.80363], [2.36864, 1.72291, 0.88189], [1.39589, 0.60695, 1.95452], [2.22542, -0.03073, -0.94647], [0.37191, -1.52409, 0.45749]],
  "forces_ev_per_angstrom": [[-0.133, -0.053, -0.184], [0.014, -0.096, 0.021], [0.035, 0.205, 0.077], [-0.196, -0.073, -0.123], [0.122, -0.006, 0.119], [0.107, 0.164, -0.189], [-0.100, 0.035, 0.127], [0.131, -0.077, -0.059], [0.021, 0.220, 0.014], [-0.105, -0.100, 0.078], [0.109, 0.007, 0.076], [-0.001, -0.026, -0.101], [0.005, -0.133, 0.147], [-0.032, -0.039, -0.052], [0.016, 0.036, -0.047], [-0.114, 0.010, 0.127], [0.122, -0.074, -0.029]],
  "nbo_charge": [-0.260, -0.554, -0.071, -0.313, -0.442, 0.108, -0.719, 0.172, 0.200, 0.179, 0.178, 0.196, 0.220, 0.217, 0.216, 0.183, 0.490]
}

2.
{
  "formula": "C5H10O2",
  "method": "ωB97M-V/def2-TZVPD",
  "mol_weight_g_mol": 102.1,
  "homo_lumo_gap_ev": [8.6, 8.6],
  "relative_energy_kj_mol": 636.1,
  "total_energy_ev": -9436.4501,
  "species": ["C", "C", "C", "O", "C", "C", "O", "H", "H", "H", "H", "H", "H", "H", "H", "H", "H"],
  "positions_angstrom": [[-2.04969, -1.11733, -1.21464], [-0.61933, 0.38313, 0.60081], [0.55188, -0.57055, 0.85220], [0.28150, -1.91910, 0.56061], [1.40273, 0.25820, -0.13427], [0.40079, 1.40629, 0.04669], [0.09739, 2.07351, -1.14794], [-1.27556, 0.07680, -0.25380], [-2.18701, -1.88659, -0.42295], [-1.11779, -1.48142, -1.70122], [-1.26875, 0.65427, 1.43784], [0.91809, -0.45924, 1.88395], [1.08440, -2.43013, 0.72405], [2.45746, 0.44019, 0.08986], [1.29584, -0.14459, -1.14627], [0.72246, 2.10875, 0.83114], [-0.69441, 2.60783, -1.00606]],
  "forces_ev_per_angstrom": [[0.123, -0.133, 0.077], [-0.079, -0.024, 0.108], [0.030, 0.238, 0.138], [0.256, -0.178, 0.063], [0.115, -0.027, -0.091], [0.149, -0.069, 0.245], [-0.202, 0.180, -0.002], [0.003, -0.029, -0.003], [0.017, 0.156, -0.114], [-0.156, 0.087, 0.073], [0.075, -0.044, -0.162], [-0.071, -0.035, -0.165], [-0.151, 0.018, -0.026], [-0.171, -0.034, -0.017], [0.012, 0.034, 0.110], [-0.073, -0.097, -0.138], [0.124, -0.043, -0.097]],
  "nbo_charge": [-0.287, -0.399, 0.097, -0.711, -0.451, 0.105, -0.702, 0.209, 0.108, 0.105, 0.219, 0.165, 0.473, 0.210, 0.227, 0.162, 0.473]
}

3.
{
  "formula": "C5H10O2",
  "method": "ωB97M-V/def2-TZVPD",
  "mol_weight_g_mol": 102.1,
  "homo_lumo_gap_ev": 9.1,
  "relative_energy_kj_mol": 485.3,
  "total_energy_ev": -9438.0133,
  "species": ["C", "O", "C", "C", "C", "C", "O", "H", "H", "H", "H", "H", "H", "H", "H", "H", "H"],
  "positions_angstrom": [[-2.07173, 0.18683, -1.49505], [-1.04766, 0.18446, -0.52915], [-0.11314, -0.87914, -0.71427], [0.94310, -1.08161, 0.28390], [1.94798, 0.77120, 0.85852], [0.92660, -0.27444, 1.48767], [-0.22612, 0.33417, 2.01092], [-1.66020, 0.30061, -2.50900], [-2.72512, 1.03420, -1.27739], [-2.66142, -0.74171, -1.45727], [-0.63245, -1.85951, -0.70107], [0.32838, -0.80028, -1.72025], [1.83261, 0.92430, -0.22092], [2.98409, 0.49940, 1.06228], [1.69618, 1.71496, 1.35061], [1.43690, -0.73879, 2.33419], [-0.81411, 0.51816, 1.26105]],
  "forces_ev_per_angstrom": [[-0.217, 0.017, -0.203], [0.041, 0.020, 0.106], [0.211, -0.095, -0.020], [-0.243, 0.223, 0.066], [0.172, 0.141, -0.044], [0.317, -0.228, -0.026], [-0.214, 0.058, -0.140], [-0.054, -0.016, 0.144], [0.083, -0.125, -0.056], [0.098, 0.137, 0.006], [0.072, 0.062, 0.031], [-0.047, -0.035, 0.097], [-0.019, -0.024, 0.109], [-0.185, -0.006, -0.042], [0.003, -0.171, -0.039], [-0.031, 0.028, -0.116], [0.013, 0.014, 0.127]],
  "nbo_charge": [-0.247, -0.582, -0.258, 0.104, -0.611, -0.057, -0.730, 0.170, 0.200, 0.170, 0.238, 0.214, 0.220, 0.229, 0.243, 0.206, 0.491]
}

4.
{
  "formula": "C5H10O2",
  "method": "ωB97M-V/def2-TZVPD",
  "smiles": "C=C/C=C/CO.O",
  "mol_weight_g_mol": 102.1,
  "homo_lumo_gap_ev": 9.6,
  "relative_energy_kj_mol": 263.5,
  "total_energy_ev": -9440.3123,
  "species": ["C", "C", "C", "O", "C", "C", "H", "H", "H", "H", "H", "H", "H", "H", "H", "H", "O"],
  "positions_angstrom": [[-1.28027, -1.29477, 0.05418], [-2.30798, -0.86117, -0.64331], [2.38489, -0.08886, 0.33030], [2.79360, -0.12456, -1.04451], [1.05544, -0.71896, 0.62767], [0.08793, -0.84320, -0.27515], [-1.41035, -1.86478, 0.96856], [-2.15859, -0.22922, -1.51143], [-3.35766, -1.13212, -0.57080], [3.21618, -0.57170, 0.85893], [2.36043, 0.97013, 0.63623], [2.12296, -0.57131, -1.56946], [0.94764, -1.06959, 1.63902], [0.21292, -0.55966, -1.32272], [-0.86457, 3.05178, 0.95316], [-2.03142, 3.17821, 0.02366], [-1.77116, 2.72978, 0.84567]],
  "forces_ev_per_angstrom": [[0.633, 0.199, 0.513], [-0.950, -0.001, -1.298], [0.668, -0.071, -0.615], [-0.321, 0.210, 0.120], [0.601, 0.098, -0.710], [-0.573, -0.223, 0.334], [-0.024, -0.164, -0.111], [0.326, 0.073, -0.051], [0.234, -0.127, 0.748], [-0.389, 0.031, 0.340], [0.011, -0.239, 0.037], [0.049, -0.035, 0.100], [-0.355, 0.030, 0.313], [0.086, 0.222, 0.285], [-0.169, -0.232, 0.206], [-0.142, -0.307, 0.357], [0.314, 0.536, -0.566]],
  "nbo_charge": [-0.214, -0.364, -0.094, -0.720, -0.195, -0.227, 0.206, 0.180, 0.203, 0.180, 0.179, 0.467, 0.208, 0.189, 0.465, 0.465, -0.929]
}

5.
{
  "formula": "C5H10O2",
  "method": "ωB97M-V/def2-TZVPD",
  "mol_weight_g_mol": 102.1,
  "homo_lumo_gap_ev": 10.1,
  "relative_energy_kj_mol": 482.4,
  "total_energy_ev": -9438.0434,
  "species": ["C", "C", "O", "C", "C", "C", "O", "H", "H", "H", "H", "H", "H", "H", "H", "H", "H"],
  "positions_angstrom": [[2.14656, -0.07672, -0.55079], [0.83064, 0.26560, 0.11625], [0.05930, 1.06058, -0.75395], [-1.21894, 1.22222, -0.16841], [-1.67830, -0.12908, 0.36365], [0.03809, -1.02295, 0.41704], [-0.02164, -1.97426, -0.49523], [2.67659, 0.84003, -0.82247], [1.94280, -0.66880, -1.44546], [2.77830, -0.66651, 0.12169], [0.98889, 0.80540, 1.06775], [-1.87477, 1.61929, -0.94679], [-1.16745, 1.95466, 0.65263], [-1.95217, -0.16655, 1.41815], [-2.52733, -0.55050, -0.20355], [0.07024, -1.32844, 1.48073], [-1.09081, -1.18398, -0.25126]],
  "forces_ev_per_angstrom": [[0.017, -0.027, -0.010], [0.135, -0.104, 0.109], [0.043, 0.034, -0.052], [-0.223, 0.069, 0.069], [-0.074, 0.116, 0.124], [0.174, 0.158, 0.239], [0.002, -0.061, -0.030], [-0.082, -0.125, 0.053], [0.059, 0.084, 0.105], [-0.090, 0.086, -0.088], [-0.031, -0.053, -0.112], [0.085, -0.057, 0.124], [0.014, -0.086, -0.120], [0.062, 0.004, -0.150], [0.160, -0.018, 0.013], [-0.005, 0.048, -0.178], [-0.244, -0.067, -0.097]],
  "nbo_charge": [-0.620, 0.026, -0.506, -0.081, -0.677, 0.252, -0.771, 0.223, 0.242, 0.215, 0.160, 0.204, 0.169, 0.240, 0.263, 0.159, 0.503]
}

6.
{
  "formula": "C5H10O2",
  "method": "ωB97M-V/def2-TZVPD",
  "smiles": "C[C@@H]1OC[C@H](C)O1",
  "mol_weight_g_mol": 102.1,
  "homo_lumo_gap_ev": 10.7,
  "relative_energy_kj_mol": 190.0,
  "total_energy_ev": -9441.0735,
  "species": ["C", "C", "C", "O", "C", "C", "O", "H", "H", "H", "H", "H", "H", "H", "H", "H", "H"],
  "positions_angstrom": [[0.02898, -1.75241, 1.75303], [-0.47183, -0.75521, 0.69810], [0.02266, 0.63998, 0.96164], [-0.55265, 1.35163, -0.10250], [-0.37951, 0.47793, -1.22243], [0.57285, 1.22236, -2.15418], [0.03218, -0.79072, -0.68866], [0.46852, -2.65889, 1.34053], [-0.80918, -2.04935, 2.39908], [0.76212, -1.28663, 2.42647], [-1.56485, -0.82662, 0.61287], [1.10709, 0.52218, 0.80313], [-0.14784, 1.14090, 1.91338], [-1.35487, 0.34452, -1.71690], [1.53117, 1.42752, -1.66751], [0.74239, 0.76037, -3.12838], [0.09148, 2.19391, -2.33104]],
  "forces_ev_per_angstrom": [[0.105, -0.062, -0.238], [0.029, 0.090, -0.055], [0.127, 0.047, 0.276], [-0.067, 0.227, -0.012], [-0.103, 0.171, -0.170], [0.046, -0.182, -0.024], [-0.068, -0.158, 0.210], [-0.020, 0.023, -0.112], [0.146, 0.060, -0.331], [0.010, -0.089, -0.360], [0.147, 0.227, 0.186], [0.025, 0.376, 0.355], [-0.413, -0.123, -0.074], [0.098, 0.066, 0.178], [-0.117, -0.197, -0.013], [-0.044, -0.218, 0.169], [0.099, -0.258, 0.014]],
  "nbo_charge": [-0.634, 0.067, -0.096, -0.536, 0.368, -0.641, -0.539, 0.233, 0.222, 0.209, 0.176, 0.168, 0.200, 0.148, 0.215, 0.214, 0.225]
}

Maximum force (computed, Eh/bohr): 0.00530; 0.00619; 0.00762; 0.03128; 0.00652; 0.01007